The following is a DFT calculation (ωB97M-V/def2-TZVPD) of a structure of composition C58H43AsN6O9SZr at a distorted geometry.

Geometry as ORCA input:
```
! RIJCOSX wB97M-V def2-TZVPD def2/J DEFGRID3
* xyz 0 1
Zr 0.054 0.079 -0.241
C -2.659 7.034 1.608
C -2.695 6.103 2.637
C -1.896 4.976 2.591
C -1.006 4.756 1.528
C -1.070 5.654 0.449
C -1.865 6.784 0.500
C -0.149 3.571 1.456
C 0.855 3.446 0.526
C 1.612 4.498 -0.101
C 2.510 3.889 -0.912
C 2.268 2.479 -0.780
C 2.643 1.478 -1.824
C 3.745 2.031 -2.704
C 3.518 2.375 -4.028
C 4.551 2.898 -4.794
C 5.809 3.078 -4.242
C 6.036 2.734 -2.916
C 5.007 2.216 -2.148
C 2.983 0.078 -1.386
N 2.223 -0.604 -0.542
C 2.593 -1.953 -0.705
C 1.920 -2.988 -0.081
C 2.082 -4.404 -0.456
C 3.303 -5.006 -0.752
C 3.350 -6.319 -1.189
C 2.182 -7.053 -1.334
C 0.965 -6.477 -1.004
C 0.918 -5.171 -0.555
C 1.061 -2.730 1.038
C 0.839 -3.730 2.035
C 0.443 -3.070 3.154
C 0.409 -1.690 2.813
N 0.736 -1.496 1.495
C 0.253 -0.680 3.769
C 0.124 0.668 3.494
C 0.064 1.674 4.506
C -0.149 2.848 3.858
C -0.198 2.525 2.460
N -0.011 1.226 2.237
C 0.287 -1.087 5.197
C 1.486 -1.511 5.764
C 1.544 -1.843 7.108
C 0.404 -1.765 7.895
C -0.798 -1.364 7.329
C -0.856 -1.022 5.987
C 3.661 -2.025 -1.652
C 3.920 -0.755 -2.062
N 1.343 2.206 0.117
H -3.269 7.926 1.656
H -3.361 6.251 3.477
H -1.979 4.250 3.384
H -0.523 5.438 -0.455
H -1.882 7.464 -0.342
H 1.542 5.547 0.130
H 3.259 4.346 -1.535
H 2.534 2.222 -4.445
H 4.368 3.167 -5.827
H 6.612 3.487 -4.842
H 7.017 2.873 -2.482
H 5.181 1.947 -1.112
H 4.225 -4.459 -0.612
H 4.304 -6.771 -1.424
H 2.224 -8.072 -1.698
H 0.043 -7.033 -1.111
H -0.034 -4.718 -0.317
H 1.031 -4.782 1.921
H 0.214 -3.479 4.124
H 0.180 1.510 5.564
H -0.159 3.837 4.281
H 2.375 -1.561 5.148
H 2.482 -2.160 7.544
H 0.451 -2.021 8.945
H -1.691 -1.310 7.936
H -1.792 -0.707 5.541
H 4.133 -2.923 -2.006
H 4.644 -0.430 -2.788
C -3.514 3.187 -0.036
C -2.860 1.883 -0.413
O -1.648 1.719 -0.232
N -3.683 0.961 -0.924
C -3.222 -0.291 -1.536
C -2.983 -1.325 -0.398
C -4.334 -1.684 0.151
C -4.616 -1.594 1.461
C -3.639 -1.066 2.349
C -2.435 -0.670 1.834
N -2.038 -0.724 0.552
H -2.963 3.997 -0.512
H -3.431 3.322 1.041
H -4.559 3.231 -0.331
H -4.656 1.188 -1.024
H -1.314 -0.314 -1.960
H -4.048 -0.643 -2.165
H -5.025 -2.091 -0.575
H -5.585 -1.899 1.838
H -3.831 -0.967 3.408
H -1.726 -0.228 2.510
O -4.353 -3.499 -2.566
As -2.517 -3.549 -2.344
O -2.394 -2.560 -0.872
O -2.141 0.022 -2.344
C -2.271 -2.324 -3.863
C -3.272 -2.135 -4.806
C -3.054 -1.318 -5.908
C -1.841 -0.674 -6.081
C -0.829 -0.843 -5.149
C -1.047 -1.659 -4.058
S 0.303 -1.957 -2.940
O 0.384 -3.399 -2.889
O 1.465 -1.291 -3.439
O -0.121 -1.435 -1.572
H -4.760 -4.104 -1.938
H -4.221 -2.635 -4.670
H -3.838 -1.186 -6.643
H -1.688 -0.035 -6.939
H 0.127 -0.344 -5.241
O 0.257 1.147 -1.924
O 1.447 1.393 -2.651
*
```

Calculated values
electronic energy: -5922.7480 Ha
orbital gap: 0.1616 Ha

These are the Mulliken partial charges, in e, on atoms 1 to 99: Zr 0.0738; C -0.4415; C -1.1038; C -0.2762; C 1.3083; C -0.6329; C -1.0461; C 0.7439; C -0.8466; C -1.8485; C -1.6326; C 0.8110; C 4.3726; C -1.8370; C 0.0645; C -1.0582; C -0.4227; C -1.1934; C 0.0590; C 0.6894; N -0.1614; C 0.3754; C 1.7862; C 0.2633; C -0.3355; C -1.0431; C -0.5323; C -1.1288; C -0.0371; C 0.6921; C -1.8820; C -1.7736; C 0.0407; N 0.6623; C 1.6830; C -0.2117; C -1.5771; C -2.1807; C 0.0294; N 0.9203; C -0.4521; C 0.2338; C -0.9055; C -0.3910; C -0.9630; C 0.3049; C -1.6791; C -1.7436; N 0.8224; H 0.4106; H 0.4178; H 0.6598; H 0.6044; H 0.3976; H 0.8535; H 0.5648; H 0.5158; H 0.4441; H 0.4085; H 0.3991; H 0.5356; H 0.6065; H 0.4226; H 0.4050; H 0.4124; H 0.5350; H 0.6069; H 0.6450; H 0.5898; H 0.8365; H 0.4274; H 0.3759; H 0.3771; H 0.4050; H 0.5112; H 0.5370; H 0.5076; C -1.1307; C 0.0474; O 0.6368; N 0.2678; C -2.2347; C 2.7891; C -2.2618; C -0.8060; C -1.7425; C -0.8913; N 1.2641; H 0.1509; H 0.1928; H 0.4658; H 0.4695; H -0.3876; H 0.9659; H 0.5760; H 0.4131; H 0.4547; H 0.9861; O -0.7015